A.
The following is a quantum chemistry calculation of a 2-piece molecular cluster, CH3Cl2N4 overall, from OMol25.

Positions of all 10 atoms, in Å:
C 0.690 0.480 -0.091
N 3.133 0.163 -0.402
N 0.309 -0.601 0.316
N 2.084 0.364 -0.839
N -2.119 -0.409 0.448
Cl -2.429 0.773 -0.758
Cl -2.633 -2.085 -0.028
H -0.020 1.255 -0.489
H 3.437 0.047 0.551
H -2.451 0.012 1.292

Output
- total charge = +1
- HOMO-LUMO gap (alpha / beta) (eV) = 6.75 / 6.56

Charge distribution, Mulliken scheme, values in e: 0.21, -0.05, -0.10, 0.17, -0.28, 0.05, 0.09, 0.24, 0.34, 0.34

B.
The following is a quantum chemistry calculation of an isolated ion of composition CH3Cl2N4 and charge +1, from OMol25.

Positions of all 10 atoms, in Å:
C -0.588 -0.569 -1.082
N -0.299 0.682 -1.224
N -0.186 0.189 0.930
N -0.425 -0.943 0.166
N 0.071 1.152 0.057
Cl -0.062 -2.464 0.779
Cl 2.092 1.122 -0.185
H -0.933 -1.217 -1.794
H 0.322 -0.055 1.859
H 0.007 2.104 0.494

Output
- total charge = +1
- HOMO-LUMO gap (eV) = 8.00
- structure (SMILES) = ClN1C=N[N@H+](Cl)N1

Charge distribution, Mulliken scheme, values in e: 0.08, -0.41, -0.20, 0.10, 0.09, 0.13, -0.08, 0.52, 0.38, 0.39

Relative to the most stable structure, the computed energies are A 0.0570; B 0.0000, all in hartree.

A.
The following is a quantum chemistry calculation of a 8-piece molecular cluster, C5H28N2O7S overall, from OMol25.

Positions of all 43 atoms, in Å:
C -1.102 0.944 -2.061
N -0.315 2.158 -1.890
C -1.053 3.381 -1.887
N -2.144 3.574 -0.947
C -1.379 0.152 -0.773
C -2.428 -0.941 -0.945
C -1.747 -2.238 -1.415
S -1.260 -3.281 0.030
H -2.024 1.167 -2.597
H -0.512 0.275 -2.699
H 0.301 2.076 -1.091
H -1.495 3.502 -2.887
H -0.468 4.304 -1.900
H -1.874 3.423 0.011
H -3.072 3.246 -1.152
H -1.794 0.883 -0.066
H -0.425 -0.144 -0.346
H -3.044 -0.990 -0.051
H -3.146 -0.617 -1.708
H -0.851 -2.012 -1.980
H -2.429 -2.842 -2.012
H -0.001 -2.876 0.091
H -1.459 1.970 2.150
H -0.355 3.027 2.393
O -0.520 2.153 2.023
H 1.616 -2.138 -0.522
H 2.113 -0.879 -1.305
O 1.402 -1.527 -1.236
H -2.288 -0.885 3.049
H -0.971 -0.604 2.294
O -1.803 -0.200 2.581
H 0.765 0.705 2.243
H 1.445 -0.288 3.280
O 0.937 -0.225 2.466
H 4.365 0.580 -0.589
H 3.736 1.264 -1.852
O 3.550 0.908 -0.980
H 3.657 1.165 1.973
H 3.420 -0.173 1.272
O 4.089 0.334 1.747
H 2.208 -1.216 1.589
H 3.322 -2.230 1.780
O 2.582 -2.028 1.194

Output
- HOMO-LUMO gap (eV) = 8.15
- structure (SMILES) = NCNCCCCS.O.O.O.O.O.O.O

Charge distribution, Mulliken scheme, values in e: -0.96, -0.17, -0.88, -0.47, 0.66, -0.94, -0.65, -0.21, 0.51, 0.21, 0.26, 0.44, 0.34, 0.21, 0.25, -0.03, 0.04, 0.41, 0.40, 0.25, 0.39, 0.06, 0.30, 0.25, -0.60, 0.24, 0.27, -0.56, 0.28, 0.28, -0.58, 0.34, 0.29, -0.67, 0.31, 0.27, -0.57, 0.32, 0.27, -0.62, 0.40, 0.35, -0.67

B.
The following is a quantum chemistry calculation of a 8-piece molecular cluster, C5H28N2O7S overall, from OMol25.

Positions of all 43 atoms, in Å:
C -2.761 0.740 -2.129
N -2.212 -0.311 -1.219
C -0.831 -0.146 -0.751
C 0.013 -1.264 -1.399
S -0.152 -1.434 -3.197
C -0.846 -0.104 0.795
N 0.409 0.594 1.158
C 0.388 0.899 2.607
H -3.079 1.571 -1.501
H -3.617 0.288 -2.677
H -1.956 1.244 -2.667
H -2.926 -0.462 -0.506
H -0.375 0.799 -1.097
H -0.122 -2.218 -0.769
H 1.061 -1.000 -1.121
H -1.524 -1.677 -3.268
H -0.968 -1.081 1.220
H -1.656 0.513 1.164
H 0.434 1.478 0.671
H -0.537 1.406 2.945
H 0.109 -0.055 3.083
H 1.180 1.594 2.839
H -2.252 -2.587 -0.619
H -3.401 -2.935 0.326
O -2.442 -2.853 0.295
H 3.510 1.514 -0.696
H 3.006 1.144 0.706
O 2.945 1.823 0.022
H 3.875 -1.017 0.168
H 3.852 -1.122 -1.360
O 4.278 -0.644 -0.641
H -1.221 4.206 1.109
H -0.340 3.318 0.257
O -1.066 3.275 0.912
H 2.203 -1.831 1.974
H 1.924 -0.553 1.152
O 2.586 -1.262 1.295
H 0.185 -4.139 1.286
H -1.087 -3.295 1.363
O -0.164 -3.330 1.683
H 1.230 2.246 -1.427
H 1.517 3.669 -1.002
O 0.826 2.999 -0.984

Output
- HOMO-LUMO gap (eV) = 9.08
- structure (SMILES) = CNC[C@@H](CS)NC.O.O.O.O.O.O.O

Charge distribution, Mulliken scheme, values in e: -1.16, -0.25, 0.94, -0.04, -0.26, -1.09, 0.62, -1.05, 0.40, 0.32, 0.32, 0.32, -0.52, 0.11, -0.07, 0.11, 0.43, 0.53, -0.32, 0.30, 0.34, 0.33, 0.31, 0.29, -0.65, 0.36, 0.20, -0.63, 0.33, 0.29, -0.68, 0.29, 0.33, -0.59, 0.28, 0.47, -0.74, 0.29, 0.32, -0.59, 0.22, 0.27, -0.64

Relative to the most stable structure, the computed energies are A 0.0000; B 0.0233, all in hartree.

A.
The following is a quantum chemistry calculation of a 2-piece molecular cluster, C40H39N4O2 overall, from OMol25.

Positions of all 85 atoms, in Å:
N 5.767 1.418 3.122
C 4.613 1.603 3.153
C 3.203 1.820 3.229
C 2.403 1.017 4.058
C 1.029 1.184 4.079
C 0.403 2.125 3.219
C -1.019 2.216 3.000
C -1.925 1.163 3.130
N -3.264 1.370 3.137
C -3.836 2.709 3.142
C -5.348 2.528 2.958
C -5.611 1.020 2.838
C -4.257 0.310 2.971
C -1.427 -0.242 3.116
C -0.522 -0.610 2.105
C -0.037 -1.911 2.025
C -0.447 -2.859 2.974
C -1.321 -2.494 4.005
C -1.807 -1.186 4.085
C 1.244 3.061 2.572
C 2.612 2.873 2.513
H 2.882 0.280 4.703
H 0.430 0.594 4.775
H -1.403 3.214 2.772
H -3.622 3.240 4.078
H -3.428 3.314 2.321
H -5.904 2.976 3.781
H -5.642 3.021 2.030
H -6.313 0.658 3.591
H -6.010 0.785 1.848
H -4.045 -0.298 2.075
H -4.266 -0.378 3.826
H -0.155 0.156 1.415
H 0.667 -2.169 1.229
H -0.074 -3.885 2.915
H -1.626 -3.219 4.763
H -2.425 -0.885 4.937
H 0.772 3.914 2.087
H 3.237 3.558 1.940
C 6.871 1.158 0.357
O 5.549 0.568 0.248
C 4.767 0.969 -0.782
C 3.493 0.355 -0.919
C 2.656 0.785 -1.922
C 3.085 1.783 -2.836
C 4.335 2.375 -2.750
C 5.173 1.986 -1.697
N 2.062 1.990 -3.758
C 2.081 2.951 -4.847
C 1.004 1.174 -3.464
C 1.326 0.363 -2.347
C 0.608 -0.697 -1.787
C -0.674 -1.048 -2.261
C -1.687 -0.165 -2.675
N -2.725 -0.865 -3.197
C -3.944 -0.274 -3.719
C -2.445 -2.224 -3.143
C -1.160 -2.398 -2.569
C -0.589 -3.657 -2.585
C -1.322 -4.736 -3.156
O -0.829 -5.997 -3.266
C 0.524 -6.260 -2.825
C -2.640 -4.533 -3.660
C -3.203 -3.264 -3.667
H 7.272 0.724 1.272
H 7.488 0.900 -0.514
H 6.800 2.242 0.468
H 3.195 -0.449 -0.249
H 4.646 3.129 -3.464
H 6.145 2.466 -1.569
H 3.014 3.526 -4.804
H 2.010 2.454 -5.826
H 1.225 3.636 -4.754
H 0.122 1.157 -4.098
H 1.130 -1.322 -1.056
H -1.689 0.922 -2.652
H -4.576 -1.081 -4.103
H -4.480 0.263 -2.921
H -3.731 0.438 -4.534
H 0.425 -3.794 -2.199
H 0.636 -7.332 -2.992
H 1.246 -5.695 -3.431
H 0.646 -6.017 -1.762
H -3.163 -5.405 -4.045
H -4.201 -3.093 -4.054

Output
- total charge = +1
- HOMO-LUMO gap (eV) = 4.66

Charge distribution, Mulliken scheme, values in e: -0.63, 0.05, 0.56, -0.69, -0.30, 0.71, -1.11, 0.73, 0.15, -0.63, -0.59, -0.55, -0.44, -0.59, 0.15, -0.55, -0.59, -0.91, 0.11, -1.01, -0.50, 0.48, 0.53, 0.23, 0.33, 0.29, 0.32, 0.27, 0.31, 0.27, 0.26, 0.16, 0.57, 0.34, 0.42, 0.40, 0.59, 0.38, 0.49, -1.09, -0.42, 0.28, -0.18, 0.89, -0.04, -1.30, -0.81, 0.16, -0.93, -0.86, 0.53, 0.38, 0.32, -1.47, 0.25, -0.91, 0.18, 0.14, 0.44, 0.39, -0.46, -0.75, -0.91, -0.97, 0.29, 0.46, 0.40, 0.51, 0.24, 0.43, 0.30, 0.33, 0.34, 0.74, 0.31, 0.78, 0.29, 0.33, 0.32, 0.45, 0.24, 0.32, 0.30, 0.45, 0.26

B.
The following is a quantum chemistry calculation of a 2-piece molecular cluster, C40H39N4O2 overall, from OMol25.

Positions of all 85 atoms, in Å:
N -6.583 -1.795 0.131
C -5.630 -1.469 0.727
C -4.467 -1.087 1.457
C -4.182 0.265 1.695
C -3.032 0.622 2.373
C -2.035 -0.338 2.710
C -0.726 0.047 3.177
C -0.221 1.369 3.184
N 0.724 1.802 4.066
C 1.066 1.119 5.319
C 2.300 1.848 5.890
C 2.628 3.003 4.926
C 1.501 3.035 3.888
C -0.648 2.284 2.083
C -0.787 1.742 0.788
C -1.231 2.523 -0.273
C -1.489 3.881 -0.054
C -1.404 4.429 1.228
C -0.983 3.633 2.298
C -2.418 -1.708 2.584
C -3.587 -2.069 1.932
H -4.866 1.025 1.320
H -2.863 1.674 2.596
H -0.098 -0.735 3.616
H 0.234 1.196 6.042
H 1.235 0.053 5.130
H 2.084 2.247 6.893
H 3.142 1.152 5.997
H 2.689 3.955 5.468
H 3.592 2.854 4.430
H 1.871 3.124 2.854
H 0.872 3.919 4.086
H -0.583 0.680 0.647
H -1.339 2.083 -1.265
H -1.735 4.511 -0.898
H -1.625 5.484 1.396
H -0.971 4.038 3.313
H -1.748 -2.481 2.955
H -3.833 -3.116 1.740
C -5.665 -3.420 -2.199
O -4.592 -2.512 -1.838
C -3.339 -3.024 -1.772
C -2.281 -2.104 -1.560
C -0.997 -2.564 -1.544
C -0.742 -3.947 -1.718
C -1.750 -4.868 -1.947
C -3.065 -4.416 -1.919
N 0.637 -4.146 -1.654
C 1.291 -5.429 -1.785
C 1.276 -2.949 -1.476
C 0.309 -1.904 -1.421
C 0.554 -0.524 -1.404
C 1.870 0.005 -1.425
C 2.951 -0.504 -0.683
N 4.102 0.146 -1.038
C 5.423 -0.141 -0.513
C 3.829 1.091 -2.019
C 2.446 1.025 -2.325
C 1.959 1.716 -3.416
C 2.862 2.493 -4.194
O 2.545 3.109 -5.363
C 1.238 2.936 -5.939
C 4.222 2.628 -3.799
C 4.716 1.889 -2.737
H -6.568 -2.842 -2.067
H -5.549 -3.749 -3.240
H -5.680 -4.287 -1.520
H -2.483 -1.043 -1.417
H -1.528 -5.913 -2.139
H -3.881 -5.124 -2.045
H 0.537 -6.215 -1.829
H 1.898 -5.465 -2.701
H 1.949 -5.625 -0.930
H 2.359 -2.881 -1.463
H -0.286 0.171 -1.469
H 2.954 -1.318 0.033
H 6.166 0.499 -0.998
H 5.445 0.050 0.566
H 5.692 -1.193 -0.695
H 0.912 1.606 -3.709
H 1.250 3.573 -6.823
H 1.078 1.889 -6.228
H 0.458 3.261 -5.240
H 4.866 3.275 -4.379
H 5.763 1.947 -2.464

Output
- total charge = +1
- HOMO-LUMO gap (eV) = 4.59

Charge distribution, Mulliken scheme, values in e: -0.66, 0.02, 0.54, -0.75, -0.29, 1.04, -1.51, 0.93, 0.18, -0.58, -0.54, -0.59, -0.47, -1.37, 1.20, -0.84, -0.78, -0.91, 0.35, -0.98, -0.47, 0.48, 0.56, 0.22, 0.26, 0.28, 0.29, 0.28, 0.31, 0.28, 0.30, 0.14, 0.51, 0.37, 0.43, 0.41, 0.51, 0.40, 0.49, -1.04, -0.40, 0.13, 0.18, 0.81, -0.11, -1.38, -0.84, 0.17, -0.94, -0.96, 0.95, 0.90, -0.23, -1.78, 0.25, -0.94, 0.03, 0.23, 0.32, 0.32, -0.46, -0.74, -0.88, -0.85, 0.30, 0.43, 0.37, 0.47, 0.25, 0.39, 0.30, 0.35, 0.33, 0.81, 0.37, 0.86, 0.29, 0.33, 0.32, 0.45, 0.24, 0.32, 0.29, 0.47, 0.27

Relative to the most stable structure, the computed energies are A 0.0000; B 0.0147, all in hartree.

A.
The following is a quantum chemistry calculation of a 2-piece molecular cluster, C5H7NO overall, from OMol25.

Positions of all 14 atoms, in Å:
C -0.178 -1.019 -0.676
C 1.428 2.369 0.394
C -0.502 -0.308 -1.574
C -0.243 -0.412 1.680
C -0.088 -1.531 0.703
N 1.361 2.183 -0.758
O -0.714 0.412 -2.637
H -0.354 -0.642 2.764
H -0.953 0.345 1.325
H 0.764 0.208 1.668
H -0.980 -2.119 0.716
H 0.860 -2.094 0.907
H -1.716 0.654 -2.733
H 1.316 1.955 -1.782

Output
- HOMO-LUMO gap (alpha / beta) (eV) = 4.87 / 7.56
- 2S+1 = 3

Charge distribution, Mulliken scheme, values in e: 0.72, -0.22, -2.29, -1.05, -0.15, -0.14, 1.25, 0.32, 0.38, 0.16, 0.29, 0.29, 0.08, 0.34

B.
The following is a quantum chemistry calculation of a single C5H7NO molecule, from OMol25.

Positions of all 14 atoms, in Å:
C 0.694 1.030 -0.062
C 2.131 0.865 0.002
C 0.108 -0.163 0.117
C 1.925 -1.286 -0.238
C -2.147 -0.370 -0.238
N 2.699 -0.243 0.048
O -0.896 -0.949 0.072
H 0.342 2.074 -0.367
H 2.792 1.757 0.001
H 1.954 -2.186 0.362
H 1.636 -1.440 -1.221
H -2.385 -0.269 -1.258
H -2.319 0.580 0.219
H -2.824 -1.147 0.057

Output
- HOMO-LUMO gap (alpha / beta) (eV) = 5.66 / 7.33
- 2S+1 = 3

Charge distribution, Mulliken scheme, values in e: -0.19, -0.25, 0.27, -0.53, -0.78, -0.43, -0.34, 0.27, 0.35, 0.33, 0.37, 0.34, 0.33, 0.26

Relative to the most stable structure, the computed energies are A 0.0692; B 0.0000, all in hartree.